The following is a quantum chemistry calculation of C18H32BF10NO18S2Tl as an isolated structure in a non-equilibrium geometry, from the Open Molecules 2025 dataset.

```
83
Properties=species:S:1:pos:R:3:forces:R:3
Tl -5.54105 17.12335 -21.78998 0.15 -0.57 0.26
S -3.23178 13.81307 -20.12517 -0.17 -2.76 3.18
S -2.34556 15.00643 -22.04981 1.03 0.90 -2.41
F -1.87919 23.62469 -14.10905 0.97 0.09 -0.66
F -1.89500 14.16961 -24.57874 -0.30 -0.37 0.63
F -3.83817 24.21901 -13.21038 -0.39 -0.50 -0.21
F -3.61500 13.18836 -23.61340 0.86 0.36 -0.17
F -2.39377 22.83676 -12.00848 -0.52 0.31 -1.13
F -3.46097 21.97293 -13.85337 -0.34 0.21 -0.47
F -1.58407 12.56994 -23.13982 0.00 0.35 -0.29
F -5.87679 12.79877 -20.14211 0.08 0.92 -0.10
F -5.14609 13.47329 -18.21637 -0.58 0.78 1.47
F -4.50962 11.63752 -19.07214 0.95 -0.49 0.41
O -2.43630 16.17123 -22.89145 -1.45 0.39 -0.02
O -5.71551 16.06889 -19.05005 0.38 1.62 3.54
O -8.18646 16.05554 -20.19483 1.10 1.33 0.31
O -10.48104 16.08709 -16.36911 1.81 -0.94 -0.01
O -1.95635 23.34334 -16.69278 -2.68 -1.35 -1.78
O -4.09668 19.28522 -14.93366 -1.60 -3.25 -2.51
O -2.50846 14.40771 -18.99802 -2.05 0.20 -1.16
O 0.92802 20.99322 -18.29194 1.04 1.05 0.46
O -4.81247 16.47277 -14.52077 -0.15 2.40 -1.48
O -1.09479 15.00043 -21.31155 -1.68 -0.80 -0.23
O -8.70150 16.18001 -13.98241 1.04 0.94 1.03
O -8.93854 19.90333 -14.75761 0.66 -0.21 -0.65
O -7.07179 14.67037 -22.53260 0.44 0.41 0.27
O -5.37354 18.70958 -19.42178 0.57 -0.58 3.93
O -1.01839 19.97731 -16.05477 1.15 0.14 -0.13
O -9.01855 21.56771 -17.04311 0.40 -0.17 -0.24
O -2.52510 12.67381 -20.67535 -0.67 0.23 -0.30
O -4.37501 24.65863 -18.15807 -0.08 -1.37 -0.27
N -3.88458 14.72681 -21.29866 3.40 0.43 0.51
C -2.33512 13.61572 -23.43755 -0.46 0.14 0.80
C -0.91295 19.61729 -17.44338 1.14 -0.73 1.41
C -3.28060 22.70211 -17.02733 1.38 1.86 -0.03
C -9.06169 15.68955 -16.32233 0.02 0.09 2.23
C 0.56974 19.66753 -18.02651 -1.84 0.90 -0.35
C -4.60673 18.52005 -15.86621 2.29 1.55 7.09
C -8.63106 15.13712 -14.87124 -2.19 0.01 -2.70
C -8.44724 14.73043 -22.24747 -0.57 -0.21 0.78
C -4.80116 12.89590 -19.32212 0.54 -0.03 -2.26
C -5.52184 16.74674 -18.00496 0.43 -0.03 -1.91
C -8.81138 14.96718 -20.77007 -0.30 -0.22 -0.92
C -7.89314 20.73327 -16.80094 0.07 0.15 0.69
C -4.77769 19.10103 -17.03901 -2.12 0.27 -6.29
C -5.39293 16.27543 -16.57970 -1.62 -2.18 -7.64
C -5.23736 18.29911 -18.23139 -0.26 -0.21 -2.37
C -8.28439 19.55983 -15.99659 -1.85 -1.47 0.44
C -5.00498 17.08524 -15.62652 2.27 0.31 6.70
C -4.49670 23.67739 -17.07498 1.69 1.16 0.24
B -2.92314 23.15751 -13.34496 0.19 -0.11 2.74
H -5.40980 15.19910 -16.49228 -0.19 -0.05 0.56
H -8.23117 15.91923 -19.24561 0.30 0.23 0.05
H -8.69004 14.99407 -17.07484 -0.65 -0.16 -0.39
H -7.12683 21.17584 -16.16454 0.41 0.92 -0.68
H -1.19232 18.56381 -17.42796 -0.46 -0.23 -0.95
H 0.38194 21.39625 -18.97089 -0.21 -0.22 0.10
H -1.60363 20.31249 -17.92061 0.21 -0.32 -1.03
H -1.81005 23.31094 -15.74455 -0.25 -0.03 0.70
H -6.78075 13.83342 -22.90195 -0.12 -0.11 0.15
H -8.47836 16.60992 -16.34975 0.22 0.14 -0.44
H -9.33707 14.38141 -14.52692 0.05 -0.55 -0.37
H -8.89125 15.49645 -22.88320 -0.11 0.08 0.03
H -4.49380 24.35875 -16.22419 -0.01 -0.79 0.72
H -9.86543 15.24482 -20.77044 -0.53 -0.89 -0.09
H -9.27047 21.97274 -16.20999 0.08 0.12 0.16
H -9.44100 16.74420 -14.21996 -0.19 0.04 0.02
H -10.51403 16.73761 -17.07433 -0.29 0.13 -0.05
H -8.97343 19.00978 -16.63752 -0.51 -0.35 0.07
H -8.96561 13.78451 -22.40438 0.08 -0.13 -0.64
H -5.39206 23.05631 -17.04869 -0.37 0.19 -0.54
H -5.24363 24.99161 -18.39517 -0.09 -0.08 0.17
H -7.49569 18.83375 -15.79948 0.37 0.39 0.33
H -7.65368 14.68315 -15.03474 0.28 0.35 0.60
H -9.86327 20.05642 -14.96507 -0.08 0.03 0.03
H -8.58507 14.07813 -20.18146 -0.24 -0.27 -0.12
H -7.56399 20.32855 -17.75800 0.41 0.55 -0.12
H -4.73286 20.16953 -17.18965 0.40 0.19 0.21
H 1.35286 19.22789 -17.40882 -0.43 0.10 0.44
H 0.63179 19.17559 -18.99720 -0.55 -0.80 0.08
H -1.92849 19.85264 -15.77589 -0.09 0.17 0.15
H -3.13232 22.26751 -18.01588 0.00 0.21 -0.33
H -3.57383 21.86347 -16.39581 0.39 0.19 0.73
```
Positions in Å, forces in eV/Å.

The total charge is -1. The HOMO energy is -7.12 eV.